51
Properties=species:S:1:pos:R:3 method="wB97M-V/def2-TZVPD" e_homo_ev=-7.9 gap_ev=8.07 charge=0 smiles=Cc1ccc([C@@H](c2cc(Cl)c3cccnc3c2O)N2CCN(C)CC2)cc1
C 2.2089 5.0866 -0.5964
C 1.7468 3.6671 -0.4596
C 1.1101 3.0306 -1.5200
C 0.6662 1.7285 -1.4027
C 0.8583 1.0212 -0.2212
C 0.3543 -0.3975 -0.0800
C -1.1547 -0.3185 -0.1071
C -1.8679 -0.4989 -1.3018
C -3.2309 -0.3809 -1.3477
Cl -4.0553 -0.6215 -2.8534
C -3.9754 -0.0679 -0.1924
C -5.3756 0.0755 -0.1325
C -5.9696 0.3804 1.0634
C -5.1621 0.5412 2.2014
N -3.8636 0.4169 2.1855
C -3.2567 0.1182 1.0186
C -1.8435 -0.0061 1.0486
O -1.2106 0.1815 2.2254
N 0.8395 -1.2585 -1.1598
C 2.2632 -1.1515 -1.4012
C 3.1064 -1.5908 -0.1889
N 2.3389 -2.5018 0.6445
C 3.1671 -3.1518 1.6308
C 1.5867 -3.4330 -0.1735
C 0.4994 -2.6589 -0.9495
C 1.4883 1.6527 0.8397
C 1.9263 2.9606 0.7207
H 2.7711 5.2199 -1.5192
H 1.3514 5.7588 -0.6297
H 2.8378 5.3747 0.2423
H 0.9594 3.5671 -2.4464
H 0.1746 1.2468 -2.2337
H 0.6585 -0.7789 0.9058
H -1.3092 -0.7496 -2.1890
H -5.9596 -0.0575 -1.0311
H -7.0389 0.4975 1.1428
H -5.6021 0.7811 3.1609
H -1.9059 0.3796 2.8779
H 2.5099 -0.1247 -1.6740
H 2.4809 -1.7912 -2.2615
H 4.0443 -2.0572 -0.5432
H 3.3704 -0.7233 0.4233
H 3.6626 -2.3896 2.2314
H 2.5396 -3.7577 2.2835
H 3.9394 -3.7988 1.1826
H 2.2479 -3.9769 -0.8734
H 1.1179 -4.1711 0.4804
H -0.4497 -2.7058 -0.4147
H 0.3573 -3.1227 -1.9324
H 1.6314 1.1194 1.7679
H 2.4161 3.4370 1.5584


77
Properties=species:S:1:pos:R:3 method="wB97M-V/def2-TZVPD" s2=0.7583 de_lowest_kj_mol=241.7 e_homo_ev="-13.1 / -13.0" gap_ev="6.05 / 2.44" charge=+1 spin_multiplicity=2
C -0.3097 -0.2042 -0.4648
N 1.1830 -0.2935 -0.2939
O 1.6601 -0.3706 0.8655
O 1.8970 -0.2406 -1.2681
H -0.6625 -0.8237 0.3598
H -0.5448 -0.8653 -1.2990
H -0.5916 0.8188 -0.7138
C -3.4639 2.3623 -3.9994
C -3.7444 1.2448 -5.0924
O -3.1349 0.1147 -4.5081
C -2.0910 0.4779 -3.7832
O -1.1819 -0.2545 -3.3658
O -2.2334 1.8152 -3.4627
F -3.1380 1.7396 -6.1803
H -4.3473 2.4156 -3.3632
H -3.2628 3.3546 -4.4030
H -4.8216 1.1568 -5.2339
C -0.3501 1.8011 5.1876
C 0.3675 0.5115 5.2536
O 0.0126 -0.1126 3.9856
C -1.1947 0.4028 3.6334
O -1.9096 0.1101 2.7055
O -1.4609 1.3743 4.6129
F 0.0018 -0.2914 6.2749
H 0.0223 2.5735 4.5146
H -0.6869 2.1724 6.1555
H 1.4562 0.5623 5.2738
C 4.0000 -1.8055 3.7093
C 4.5684 -0.4075 3.8472
O 5.5023 -0.6101 2.7719
C 5.8053 -1.8189 2.4177
O 6.7132 -2.1940 1.6373
O 5.1317 -2.5587 3.2589
F 5.1758 -0.2002 5.0377
H 3.1900 -1.8165 2.9800
H 3.8194 -2.2495 4.6883
H 3.8937 0.3711 3.4914
C 0.5294 -3.5423 -3.3132
C -0.1987 -3.1201 -4.5107
O -0.9605 -4.2978 -4.7591
C -0.2888 -5.3959 -4.2129
O -0.5879 -6.5708 -4.2622
O 0.7822 -4.8752 -3.5863
F 0.7163 -3.0295 -5.4541
H 0.0332 -3.4372 -2.3484
H 1.5076 -3.0686 -3.2313
H -0.6991 -2.1528 -4.4642
C 3.2183 2.2916 -2.1350
C 4.5064 1.5573 -1.9164
O 5.4659 2.3238 -2.4786
C 4.9861 3.5040 -2.6396
O 5.6546 4.5214 -2.7639
O 3.6502 3.4722 -2.6444
F 4.3959 0.4144 -2.6097
H 2.8062 2.5236 -1.1529
H 2.6617 1.7008 -2.8625
H 4.4139 1.3109 -0.8586
C -5.6759 -2.9980 2.5862
C -4.4309 -3.7075 3.1278
O -3.3445 -2.9679 2.5272
C -3.9159 -2.2562 1.4720
O -3.3139 -1.5412 0.6439
O -5.2272 -2.4141 1.4222
F -4.4374 -4.9865 2.8676
H -6.0441 -2.3109 3.3480
H -6.5388 -3.6445 2.4262
H -4.4541 -3.7280 4.2174
C -0.9248 3.9003 1.1915
C -0.1626 3.9488 -0.1369
O -1.0493 3.3200 -0.9702
C -2.2632 3.7109 -0.5545
O -3.2806 3.5628 -1.1842
O -2.2359 4.0097 0.7458
F 0.9856 3.2178 0.0849
H -0.6226 4.6044 1.9667
H -0.9301 2.9117 1.6506
H 0.0030 4.9768 -0.4592


53
Properties=species:S:1:pos:R:3 method="wB97M-V/def2-TZVPD" de_lowest_kj_mol=206.5 e_homo_ev=-8.4 gap_ev=8.90 charge=0
O 0.0149 -1.3952 0.2809
C -0.6998 -1.7938 -0.6255
C -0.9350 -3.2194 -0.9509
C -0.6561 -4.2356 -0.1344
C -0.9546 -5.6749 -0.4551
C 0.2049 -6.4516 0.1813
C 0.6840 -5.5829 1.3693
C -0.0027 -4.2082 1.2208
N -1.3881 -0.9173 -1.4301
C -1.5902 0.4469 -0.9744
C -2.7038 0.4823 0.0309
C -3.0832 1.6438 0.9667
C -3.8997 0.5003 1.6393
N -4.4220 0.6637 2.9755
C -3.9931 -0.0284 4.0796
O -3.8610 0.5041 5.1679
C -3.7071 -1.4693 3.9164
C -4.2475 -2.4277 3.1101
C -3.5758 -3.6464 3.4317
C -3.6470 -4.9602 2.9665
F -4.5317 -5.2499 1.9918
C -2.8370 -5.9400 3.4716
C -1.9140 -5.6177 4.4860
C -1.7972 -4.3416 4.9857
C -2.6392 -3.3626 4.4465
N -2.7492 -2.0298 4.7281
C -4.8738 0.1716 0.5046
O -3.9664 0.1743 -0.6098
C -2.7213 -0.4292 1.2666
H -1.4184 -3.4310 -1.9000
H -1.8990 -5.9399 0.0330
H -1.0751 -5.8565 -1.5229
H -0.0980 -7.4507 0.4934
H 1.0093 -6.5743 -0.5453
H 0.4372 -6.0412 2.3264
H 1.7676 -5.4701 1.3443
H 0.6683 -3.3642 1.3395
H -0.7951 -4.0912 1.9704
H -2.1280 -1.3065 -1.9922
H -0.6670 0.7997 -0.5203
H -1.8299 1.0840 -1.8265
H -2.2563 1.9763 1.5916
H -3.6331 2.4793 0.5332
H -4.6424 1.6195 3.2218
H -5.0317 -2.2893 2.3868
H -2.9183 -6.9486 3.0908
H -1.2819 -6.4025 4.8799
H -1.0837 -4.1059 5.7637
H -2.2827 -1.5148 5.4555
H -5.3412 -0.8091 0.6129
H -5.6463 0.9321 0.3699
H -2.9246 -1.4829 1.0918
H -1.8485 -0.2966 1.9023


53
Properties=species:S:1:pos:R:3 method="wB97M-V/def2-TZVPD" de_lowest_kj_mol=209.8 e_homo_ev=-8.5 gap_ev=9.02 charge=0
O -0.5339 0.9457 -0.6338
C -0.1635 1.2829 -1.7464
C -0.0178 2.6886 -2.1931
C 0.2966 3.6919 -1.3742
C 0.5691 5.1021 -1.8252
C 0.1158 5.9851 -0.6529
C 0.1730 5.0855 0.6066
C 0.4867 3.6571 0.1196
N 0.1745 0.3484 -2.7009
C 0.5644 -0.9760 -2.2433
C 1.9750 -0.9363 -1.7272
C 2.6890 -1.9794 -0.8498
C 3.6970 -0.8015 -0.7090
N 4.6563 -0.8255 0.3593
C 5.0966 0.1751 1.1670
O 5.7878 -0.0568 2.1474
C 4.7371 1.5812 0.8533
C 4.6807 2.3061 -0.3009
C 4.3412 3.6406 0.0755
C 4.1021 4.8244 -0.6222
F 4.2248 4.8134 -1.9658
C 3.7424 5.9736 0.0260
C 3.6218 5.9635 1.4295
C 3.8526 4.8291 2.1728
C 4.2164 3.6698 1.4784
N 4.4788 2.4051 1.9256
C 4.1670 -0.6976 -2.1641
O 2.9000 -0.7781 -2.8349
C 2.4611 0.1292 -0.7337
H -0.0825 2.8754 -3.2610
H 1.6484 5.2024 -1.9758
H 0.0838 5.3429 -2.7710
H 0.7434 6.8708 -0.5537
H -0.9033 6.3354 -0.8203
H 0.9270 5.4286 1.3147
H -0.7846 5.1048 1.1270
H -0.1104 2.8872 0.5974
H 1.5391 3.4168 0.3119
H 0.7018 0.6981 -3.4868
H -0.1175 -1.2747 -1.4506
H 0.4868 -1.6867 -3.0663
H 2.1655 -2.1757 0.0838
H 3.0332 -2.8952 -1.3304
H 4.9924 -1.7316 0.6521
H 4.8579 1.9509 -1.2998
H 3.5612 6.8747 -0.5439
H 3.3380 6.8790 1.9313
H 3.7538 4.8333 3.2498
H 4.5872 2.1015 2.8786
H 4.6646 0.2435 -2.4012
H 4.8125 -1.5292 -2.4575
H 2.5690 1.1414 -1.1144
H 1.9083 0.1167 0.2022


52
Properties=species:S:1:pos:R:3 method="wB97M-V/def2-TZVPD" s2=0.8555 de_lowest_kj_mol=220.4 e_homo_ev="-7.0 / -6.9" gap_ev="7.03 / 7.02" charge=0 spin_multiplicity=2
Tc -0.0257 -0.0408 -0.0696
C -1.9482 4.3622 0.7084
Si -1.3669 2.8270 -0.1868
C -2.8130 2.1313 -1.1594
C -0.0464 3.3412 -1.4191
N -0.6863 1.5591 0.8073
C -0.9112 1.2346 2.1416
C -1.6021 2.0191 3.0724
C -1.7640 1.6270 4.3925
C -1.2296 0.4318 4.8463
C -0.5232 -0.3682 3.9602
C -0.3766 0.0338 2.6512
O 0.3507 -0.7308 1.7034
C 0.9700 -1.9299 2.0827
C 0.3532 -3.1116 1.7253
C 0.9831 -4.3088 2.0302
C 2.2114 -4.3026 2.6773
C 2.8183 -3.0992 3.0174
C 2.1987 -1.8973 2.7126
H -2.1465 5.1437 -0.0282
H -1.1983 4.7469 1.4034
H -2.8758 4.1927 1.2578
H -3.2175 2.8936 -1.8303
H -3.6118 1.8013 -0.4919
H -2.5022 1.2750 -1.7582
H -0.4424 4.0984 -2.0997
H 0.2855 2.4876 -2.0129
H 0.8232 3.7623 -0.9086
H -2.0248 2.9642 2.7677
H -2.3115 2.2711 5.0680
H -1.3558 0.1207 5.8737
H -0.1030 -1.3056 4.2999
H -0.5948 -3.0818 1.2016
H 0.5181 -5.2437 1.7489
H 2.7026 -5.2381 2.9097
H 3.7792 -3.0940 3.5136
H 2.6559 -0.9464 2.9567
O -1.5450 -0.7698 -0.0759
F 1.5140 -6.0940 -2.0460
C 1.2300 -4.7725 -2.0592
C 2.1162 -3.8848 -1.4847
C 1.8114 -2.5321 -1.4889
C 0.6352 -2.0516 -2.0735
C 0.3148 -0.5867 -2.0781
C -0.2330 -2.9795 -2.6505
C 0.0581 -4.3365 -2.6437
H 3.0295 -4.2474 -1.0306
H 2.5065 -1.8366 -1.0322
H -0.6076 -0.3739 -2.6175
H 1.1233 -0.0335 -2.5693
H -1.1544 -2.6410 -3.1066
H -0.6209 -5.0510 -3.0909


48
Properties=species:S:1:pos:R:3 method="wB97M-V/def2-TZVPD" de_lowest_kj_mol=17.1 e_homo_ev=-10.9 gap_ev=4.93 charge=+1
C -1.7074 -1.8263 -0.4116
Si -0.1128 -1.0111 -0.9374
C 1.3520 -2.0877 -0.5324
C -0.1288 -0.5409 -2.7828
C -0.3333 -1.8155 -3.5605
C -1.6270 -2.2769 -3.8496
C -1.8154 -3.4872 -4.5190
C -0.7144 -4.2388 -4.9446
C 0.5781 -3.7809 -4.6626
C 0.7672 -2.5720 -3.9908
H 0.0268 0.3496 -0.1206
H -1.8766 -2.7842 -0.9284
H -1.6405 -2.0231 0.6709
H -2.5680 -1.1651 -0.5990
H 1.3037 -3.0711 -1.0312
H 2.2903 -1.5916 -0.8200
H 1.3551 -2.2559 0.5555
H -0.9419 0.1805 -2.9509
H 0.8290 -0.0590 -3.0231
H -2.4884 -1.6765 -3.5435
H -2.8303 -3.8279 -4.7359
H -0.8626 -5.1743 -5.4981
H 1.4474 -4.3518 -4.9946
H 1.7774 -2.2015 -3.7952
F 3.3722 4.2391 4.0073
C 3.1517 3.1265 3.2240
C 4.0628 2.0703 3.3153
C 3.8040 0.9283 2.5427
C 2.6032 0.7993 1.8575
C 1.5902 1.7984 1.9487
C 0.2636 1.3727 1.6465
C -0.9207 2.0707 2.0623
C -2.1529 1.6142 1.5097
C -3.3700 2.1159 1.9446
C -3.4161 3.1624 2.8796
C -2.2188 3.6472 3.4258
C -0.9974 3.0692 3.0727
C 1.9808 3.0715 2.4785
H 4.9318 2.1253 3.9661
H 4.5258 0.1095 2.5241
H 2.3554 -0.1327 1.3399
H 0.1300 0.2743 1.5468
H -2.1004 0.8219 0.7614
H -4.2906 1.6847 1.5580
H -4.3707 3.5813 3.1864
H -2.2414 4.4616 4.1501
H -0.0960 3.3420 3.6303
H 1.3240 3.9355 2.4271


53
Properties=species:S:1:pos:R:3 method="wB97M-V/def2-TZVPD" de_lowest_kj_mol=0.0 e_homo_ev=-8.8 gap_ev=9.17 charge=0 smiles="CCc1cccc(CC)c1NC(=O)[C@@H](NS(=O)(=O)c1cccs1)c1ccccc1"
C -0.2554 -1.1426 3.2455
C 0.0318 -2.0605 2.0538
C -1.0968 -2.0440 1.0588
C -2.1178 -2.9754 1.1579
C -3.1671 -2.9693 0.2568
C -3.1960 -2.0270 -0.7510
C -2.1914 -1.0738 -0.8825
C -2.2956 -0.0766 -2.0011
C -1.9846 -0.7246 -3.3513
C -1.1414 -1.0904 0.0353
N -0.1140 -0.1148 0.0061
C 0.7735 0.1252 -0.9789
O 0.8145 -0.4273 -2.0524
C 1.8296 1.1811 -0.5768
N 1.3812 1.9864 0.5477
S 0.5990 3.4247 0.1704
O 0.8985 3.8397 -1.1658
O 0.8608 4.3090 1.2648
C -1.1029 2.9588 0.2279
C -2.0472 3.1651 -0.7278
C -3.3247 2.7201 -0.3215
C -3.3158 2.1903 0.9296
S -1.7541 2.2408 1.6463
C 3.0851 0.4024 -0.2760
C 3.9791 0.1194 -1.3009
C 5.1090 -0.6385 -1.0522
C 5.3583 -1.1211 0.2217
C 4.4672 -0.8488 1.2450
C 3.3319 -0.0966 0.9976
H 0.5680 -1.1779 3.9554
H -0.3989 -0.1093 2.9337
H -1.1615 -1.4647 3.7534
H 0.9640 -1.7648 1.5674
H 0.1617 -3.0796 2.4233
H -2.0850 -3.7142 1.9454
H -3.9591 -3.6981 0.3421
H -4.0185 -2.0149 -1.4510
H -3.3145 0.3209 -2.0174
H -1.6107 0.7557 -1.8402
H -2.6354 -1.5777 -3.5281
H -2.1269 -0.0038 -4.1528
H -0.9520 -1.0598 -3.3641
H 0.0916 0.3408 0.8861
H 1.9859 1.8254 -1.4515
H 2.1260 2.2055 1.1952
H -1.8193 3.6143 -1.6766
H -4.2040 2.7941 -0.9347
H -4.1360 1.7734 1.4788
H 3.7793 0.4894 -2.2946
H 5.7980 -0.8517 -1.8555
H 6.2419 -1.7102 0.4160
H 4.6512 -1.2275 2.2396
H 2.6394 0.1030 1.8032


54
Properties=species:S:1:pos:R:3 method="wB97M-V/def2-TZVPD" e_homo_ev=-8.3 gap_ev=8.63 charge=0 smiles="Cc1cccc(C(=O)NC(=S)N2CCN(C(=S)NC(=O)c3cccc(C)c3)CC2)c1"
C -8.0485 -1.4978 0.4391
C -6.6916 -1.8168 -0.1086
C -6.4662 -3.0270 -0.7579
C -5.2241 -3.3267 -1.2874
C -4.1840 -2.4240 -1.1686
C -4.3826 -1.2214 -0.4970
C -3.2328 -0.2851 -0.4040
O -2.3991 -0.1742 -1.2775
N -3.1807 0.4155 0.7833
C -2.4460 1.5833 1.0171
S -3.2891 2.8860 1.5844
N -1.1286 1.5810 0.8085
C -0.3653 2.8075 0.8008
C 0.3604 2.9316 -0.5417
N 1.2138 1.7797 -0.7204
C 2.5266 1.9110 -0.9175
S 3.2662 3.3415 -1.2857
N 3.3471 0.7795 -0.8504
C 3.4549 -0.0794 0.2234
O 2.6227 -0.1493 1.1030
C 4.6622 -0.9444 0.1832
C 5.8901 -0.5147 -0.3117
C 6.9719 -1.3767 -0.2934
C 6.8379 -2.6594 0.2075
C 5.6225 -3.0999 0.7212
C 5.4813 -4.4897 1.2598
C 4.5453 -2.2280 0.7101
C 0.4732 0.5388 -0.7022
C -0.2973 0.4145 0.6162
C -5.6404 -0.9215 0.0199
H -8.7993 -1.5653 -0.3465
H -8.0764 -0.4971 0.8620
H -8.3177 -2.2114 1.2171
H -7.2788 -3.7320 -0.8569
H -5.0676 -4.2644 -1.7992
H -3.2110 -2.6355 -1.5849
H -4.0265 0.3844 1.3405
H -1.0391 3.6521 0.9505
H 0.3680 2.7821 1.6139
H 0.9680 3.8370 -0.5655
H -0.3733 2.9675 -1.3541
H 4.1896 0.8906 -1.4022
H 6.0271 0.4955 -0.6710
H 7.9278 -1.0429 -0.6686
H 7.6892 -3.3246 0.2123
H 4.6180 -4.5659 1.9155
H 6.3725 -4.7821 1.8106
H 5.3495 -5.1946 0.4384
H 3.5898 -2.5332 1.1112
H 1.1385 -0.3122 -0.8233
H -0.2487 0.5510 -1.5266
H -0.8964 -0.4924 0.6101
H 0.4262 0.3626 1.4376
H -5.8280 0.0337 0.4922